Below is an isolated ion of composition C4H8N and charge +1, with properties calculated with ωB97M-V/def2-TZVPD.

## Properties
Frontier orbital gap   7.795 eV
Net charge   +1
HOMO energy   -0.59300 Eh
Multiplicity   1

Each line ends with the Löwdin charge.
Element x y z (Å)
C: -1.739703 -0.063197 0.802878  -0.0098
C: -0.448131 -0.073191 0.022714  -0.3322
C: -0.391142 -0.514327 -1.291703  0.3450
C: 1.929497 0.442275 0.123879  -0.0495
N: 0.629395 0.330101 0.671931  0.1727
H: -1.536837 -0.494632 1.779764  0.0980
H: -2.537292 -0.628285 0.326036  0.0912
H: -2.059267 0.961173 0.998090  0.1014
H: 0.562605 -0.682079 -1.781045  0.1030
H: -1.306524 -0.717867 -1.842558  0.1247
H: 2.323956 1.401381 0.466762  0.1284
H: 2.035940 0.334994 -0.948859  0.0836
H: 2.537505 -0.296349 0.672113  0.1438

Cartesian forces, eV/Å:
C 0.1687 0.1027 0.1481
C -0.6022 0.0750 0.2820
C 0.2307 0.1491 -0.0068
C -0.3375 -0.0655 0.1119
N 0.4172 -0.2321 -0.1530
H -0.0160 -0.1297 0.0510
H 0.0439 0.0886 -0.0744
H -0.0608 -0.0121 -0.1862
H -0.1638 0.0450 -0.1404
H 0.1408 -0.1510 0.0469
H 0.0942 0.0973 0.0164
H 0.1037 -0.0408 -0.1323
H -0.0189 0.0734 0.0368

Below is C3H8N2O as an isolated structure at a distorted geometry, with properties calculated with ωB97M-V/def2-TZVPD.

## Properties
Frontier orbital gap   9.356 eV
Net charge   0
HOMO energy   -0.31104 Eh
Multiplicity   1

Each line ends with the Löwdin charge.
Element x y z (Å)
C: 0.072987 -1.714948 -1.494425  -0.4507
N: 0.832387 -1.921393 -0.588935  0.1621
N: -1.187967 -0.028107 -0.162928  0.0058
O: -0.600089 -1.480857 -2.409781  0.1373
H: 1.760971 -0.568558 1.045518  -0.0053
H: 1.601791 -2.534656 -0.445052  0.0771
H: -1.782544 -0.173121 0.647648  0.0989
H: -1.732088 -0.103673 -1.010313  0.0764
C: -0.408493 1.131310 -0.066006  -0.2994
C: -0.380636 1.933005 0.994857  -0.0273
H: -0.934970 1.704939 1.889373  0.0452
H: 0.114376 1.374089 -0.980954  0.1061
H: 2.364999 -0.397624 1.550976  0.0352
H: 0.279275 2.779596 1.030019  0.0386

Cartesian forces, eV/Å:
C 1.4422 -0.7140 0.0312
N -0.3249 0.1306 0.2966
N -0.5750 0.3106 0.5170
O -0.7251 0.1389 -0.5381
H 1.4620 0.4535 1.2641
H 0.1513 -0.2953 -0.2345
H 0.1493 0.0560 -0.1539
H 0.0564 0.1347 0.0039
C -0.9306 0.2943 -0.0315
C 0.4776 -0.2496 -0.1497
H -0.2026 -0.0516 0.1554
H 0.2378 0.0016 0.0057
H -1.3528 -0.3855 -1.1205
H 0.1343 0.1759 -0.0457

Below is an isolated ion of composition C5H12NS and charge +1 at a distorted geometry, with properties calculated with ωB97M-V/def2-TZVPD.

## Properties
Frontier orbital gap (alpha / beta)   7.985 / 7.986 eV
Net charge   +1
HOMO energy (alpha / beta)   -0.49586 / -0.49587 Eh
Multiplicity   1

Each line ends with the Löwdin charge.
Element x y z (Å)
C: 1.883877 -0.433868 -0.441552  -0.2700
C: 0.778866 -1.351927 -0.274640  0.1764
C: 1.751815 0.794112 0.479096  -0.4059
C: -1.732113 0.379952 -1.148792  -0.1158
C: -1.421570 0.082156 1.235513  -0.1026
N: -0.800452 0.394874 -0.037493  -0.5641
S: 0.301723 1.698055 -0.111116  1.0151
H: 2.805431 -0.925189 -0.106215  0.1569
H: 2.016537 -0.134531 -1.481068  0.1277
H: 0.331802 -1.852757 -1.115767  0.1068
H: 0.555783 -1.745406 0.703876  0.1014
H: 1.619686 0.492350 1.515118  0.0848
H: 2.603780 1.466415 0.394193  0.0956
H: -2.469375 1.181239 -1.043392  0.1044
H: -1.188217 0.525182 -2.078788  0.0891
H: -2.268116 -0.567494 -1.180825  0.1043
H: -2.342901 0.655993 1.364665  0.1063
H: -1.680112 -0.976475 1.272996  0.1002
H: -0.746437 0.317318 2.054195  0.0893

Cartesian forces, eV/Å:
C 0.2695 0.2249 -0.1552
C -1.1202 1.5730 0.2329
C -0.5363 0.0202 -0.2408
C -0.4385 0.0890 -0.6613
C -0.3477 0.0087 0.6948
N 1.8500 -1.6228 -0.3769
S 0.1015 0.2163 0.2588
H 0.0636 -0.2674 -0.0028
H 0.0396 -0.0191 0.0588
H -0.0876 -0.1355 -0.1846
H -0.0129 -0.1129 0.1872
H 0.0954 0.0343 0.1101
H 0.0102 -0.0166 0.0211
H 0.0279 -0.0105 0.0270
H -0.0402 -0.0312 -0.0188
H 0.0449 -0.0229 0.0907
H 0.0792 0.0812 0.0035
H -0.0083 0.0185 -0.0538
H 0.0101 -0.0272 0.0091

Below is a 2-piece molecular cluster, C6H8N5S overall at a distorted geometry, with properties calculated with ωB97M-V/def2-TZVPD.

## Properties
Frontier orbital gap   7.960 eV
Net charge   +1
HOMO energy   -0.54242 Eh
Multiplicity   1

Each line ends with the Löwdin charge.
Element x y z (Å)
C: 3.210175 1.113758 0.969729  -0.1960
C: 4.155050 0.382911 0.356976  -0.2908
C: 1.975674 -0.235023 -0.030934  -0.3506
C: -1.560391 -0.343213 -0.182871  -0.5277
C: -1.843066 0.920091 0.631765  0.0358
C: -2.274180 -0.279242 -1.545640  0.0251
N: 1.934068 0.762455 0.703747  0.0758
N: -2.279485 -1.420473 0.404080  0.1135
N: -1.560859 -2.416033 0.534558  0.0733
N: -0.284645 -2.047156 0.237968  0.0531
N: -0.187383 -0.910307 -0.212401  0.1240
S: 3.397399 -0.812420 -0.649520  1.1512
H: 3.272957 2.007455 1.646827  0.1572
H: 5.169798 0.481309 0.257075  0.0615
H: -2.880549 1.118755 0.515521  0.0970
H: -1.170381 1.622620 0.239289  0.0820
H: -1.657910 0.830260 1.617618  0.0568
H: -3.195032 0.098718 -1.306201  0.0626
H: -2.327332 -1.294330 -1.967563  0.1140
H: -1.893904 0.419870 -2.220014  0.0824

Cartesian forces, eV/Å:
C 0.6124 2.7884 1.9784
C -1.8509 -0.4753 -0.6947
C -2.6564 1.6651 1.0395
C -0.8193 0.2023 0.2420
C 0.4650 -0.8679 -2.6936
C 1.6205 -1.7865 0.0671
N -1.6632 -2.0798 -1.0317
N -0.9723 -0.4697 -0.0394
N -1.5885 -0.0835 1.0114
N 3.7188 -0.8888 -0.7906
N 0.6727 0.5989 0.4264
S 0.4142 -1.2055 -0.6499
H 0.6334 -1.1568 -0.8276
H 2.3224 0.2771 0.1767
H -0.6662 0.5844 -0.3069
H 0.3926 1.6406 -0.5433
H 0.7947 -0.6535 3.3795
H -2.6201 0.3779 0.4136
H -0.1048 0.5664 -0.1148
H 1.2949 0.9661 -1.0422

Calculated energy above the lowest of the compared OMol25 structures with the same formula, charge and spin in order - 245.0 265.3 244.5 487.5 kJ/mol
Calculated molecular weight in order - 70.115 88.110 118.225 182.232 g mol⁻¹